1.
The following is a DFT calculation (wB97M-V/def2-TZVPD) of a structure of composition C8H5DyN2O5.

Structure (XYZ):
```
21
C8H5DyN2O5 wB97M-V/def2-TZVPD
O -0.986 -6.780 0.681
C -1.110 -5.694 0.952
Dy -0.381 -1.517 1.126
C -0.724 0.820 2.005
O -1.021 1.898 2.253
C 1.820 -0.633 0.049
O 2.726 -0.220 -0.529
C -1.196 -1.313 -1.065
O -1.646 -1.114 -2.114
C 1.316 -1.744 2.785
O 2.036 -2.081 3.616
H 0.609 -2.887 0.273
N -0.839 2.792 -1.655
C 0.464 3.129 -1.293
C 0.908 2.081 -0.528
N -0.074 1.116 -0.455
C -1.119 1.583 -1.115
H -1.504 3.361 -2.197
H 0.968 4.059 -1.563
H 1.846 1.998 -0.033
H -2.091 1.148 -1.192
```

Summary:
net charge: +2
multiplicity: 6
<S²>: 9.34
E_tot: -45657.5566 eV
energy relative to the best compared isomer or geometry (same formula, charge and spin): 0.0000 eV

Here are the Mulliken charges for atoms 1 to 6, given in e: O -0.10; C 0.11; Dy 0.85; C 0.26; O -0.08; C 0.44

=====

2.
The following is a DFT calculation (wB97M-V/def2-TZVPD) of a structure of composition C30H71NO13S10.

Structure (XYZ):
```
125
C30H71NO13S10 wB97M-V/def2-TZVPD
C 5.949 -1.371 2.062
C 5.537 -0.373 0.955
C 4.716 -1.034 -0.148
C 3.284 -1.333 0.326
N 2.383 -0.209 0.008
C 1.264 -0.572 -0.890
C 0.065 -1.292 -0.247
C -1.304 -0.580 -0.248
C -1.281 0.919 0.000
C -2.671 1.560 -0.100
C -3.745 0.848 0.697
C -4.982 1.689 0.985
C -5.996 0.933 1.843
S -7.521 1.823 1.708
O -7.452 2.979 2.540
O -7.822 2.054 0.330
O -8.613 0.850 2.322
O -3.035 1.453 -1.545
S -2.744 2.784 -2.320
O -1.867 2.542 -3.398
O -3.965 3.470 -2.539
O -1.935 3.508 -1.147
C -2.583 3.073 0.068
C -1.908 3.563 1.334
C 2.065 0.642 1.058
S 1.867 2.247 0.791
S 1.929 -0.091 2.660
C 1.079 1.161 3.649
C 1.985 1.918 4.639
C 1.852 3.440 4.492
H 5.497 -1.095 3.014
H 5.577 -2.366 1.817
H 7.026 -1.429 2.173
H 4.943 0.432 1.392
H 6.433 0.069 0.521
H 4.635 -0.335 -0.984
H 5.203 -1.944 -0.502
H 2.923 -2.245 -0.149
H 3.323 -1.525 1.397
H 1.707 -1.246 -1.620
H 0.979 0.320 -1.446
H 0.300 -1.596 0.772
H -0.076 -2.216 -0.809
H -1.857 -0.807 -1.160
H -1.879 -1.028 0.565
H -0.911 1.116 1.006
H -0.656 1.446 -0.716
H -3.313 0.469 1.627
H -4.054 -0.023 0.120
H -5.432 1.993 0.040
H -4.722 2.603 1.517
H -6.129 -0.112 1.563
H -5.716 1.003 2.889
H -8.191 0.044 2.663
H -3.576 3.522 0.025
H -1.950 2.772 2.084
H -2.420 4.428 1.743
H -0.855 3.777 1.163
H 0.311 0.607 4.185
H 0.605 1.854 2.959
H 1.750 1.619 5.659
H 3.019 1.650 4.434
H 2.466 3.775 3.659
H 0.824 3.711 4.247
H 2.141 3.964 5.400
C -7.534 0.083 6.660
S -5.967 0.550 5.924
O -5.837 -0.234 4.661
C -4.918 -0.245 7.142
H -8.323 0.456 6.010
H -7.589 -1.003 6.733
H -7.620 0.544 7.643
H -5.153 -1.309 7.185
H -5.076 0.226 8.111
H -3.886 -0.104 6.828
C 9.194 -4.603 -0.097
S 9.854 -3.947 1.436
O 8.879 -2.937 1.929
C 11.203 -3.033 0.679
H 8.300 -5.174 0.145
H 8.931 -3.788 -0.770
H 9.934 -5.259 -0.556
H 10.795 -2.325 -0.042
H 11.884 -3.730 0.192
H 11.725 -2.500 1.471
C -8.423 5.244 -0.809
S -7.560 6.774 -1.167
O -8.595 7.800 -1.463
C -6.878 6.243 -2.741
H -8.954 5.370 0.132
H -9.131 5.029 -1.609
H -7.700 4.435 -0.708
H -7.692 5.960 -3.407
H -6.198 5.405 -2.581
H -6.330 7.084 -3.161
C 7.476 -1.859 -4.765
S 6.688 -2.346 -3.233
O 7.523 -3.433 -2.647
C 5.264 -3.143 -3.985
H 8.421 -1.377 -4.525
H 7.668 -2.740 -5.375
H 6.834 -1.157 -5.297
H 5.603 -3.936 -4.650
H 4.684 -2.399 -4.532
H 4.660 -3.563 -3.183
C 9.577 -4.516 -7.313
S 10.890 -3.312 -7.076
O 10.239 -2.044 -6.655
C 11.302 -3.133 -8.815
H 9.151 -4.730 -6.334
H 8.816 -4.096 -7.970
H 9.994 -5.429 -7.737
H 10.418 -2.808 -9.364
H 11.670 -4.083 -9.200
H 12.082 -2.379 -8.889
C -9.601 -0.721 -0.705
S -10.113 -1.735 0.684
O -8.941 -2.575 1.062
C -11.239 -2.782 -0.244
H -8.851 -0.018 -0.350
H -9.182 -1.362 -1.480
H -10.460 -0.167 -1.081
H -10.693 -3.276 -1.048
H -12.048 -2.171 -0.643
H -11.641 -3.523 0.443
```

Summary:
net charge: 0
E_tot: -168716.0259 eV

Here are the Mulliken charges for atoms 1 to 6, given in e: C -1.12; C -0.40; C -0.74; C -1.03; N 0.32; C -1.60

=====

3.
The following is a DFT calculation (wB97M-V/def2-TZVPD) of a structure of composition C17H40As3N2ReSeSi.

Structure (XYZ):
```
65
C17H40As3N2ReSeSi wB97M-V/def2-TZVPD
Re 0.427 0.893 -1.041
C 3.515 -0.347 -2.725
As 2.607 -0.260 -1.011
C 2.484 -2.125 -0.525
C 3.925 0.393 0.268
C 4.251 1.895 0.358
C 4.556 2.461 -1.027
C 3.104 2.660 1.032
As 1.431 2.887 0.080
C 1.668 4.275 -1.254
C 0.281 3.713 1.387
C 5.479 2.003 1.291
As 6.620 3.620 1.611
C 5.377 5.141 1.495
C 7.462 3.831 -0.148
H 4.540 -0.675 -2.553
H 3.531 0.614 -3.233
H 3.035 -1.097 -3.355
H 3.489 -2.543 -0.474
H 1.903 -2.665 -1.270
H 1.998 -2.212 0.444
H 4.831 -0.162 0.008
H 3.593 0.016 1.240
H 3.717 2.313 -1.716
H 5.435 1.981 -1.460
H 4.755 3.529 -0.974
H 3.425 3.678 1.258
H 2.835 2.189 1.981
H 2.306 5.050 -0.830
H 0.692 4.701 -1.481
H 2.127 3.896 -2.164
H 0.716 4.665 1.692
H 0.191 3.057 2.251
H -0.702 3.882 0.953
H 6.231 1.276 0.965
H 5.178 1.676 2.291
H 4.651 5.113 2.307
H 4.876 5.226 0.529
H 5.979 6.037 1.638
H 7.882 2.879 -0.472
H 8.291 4.527 -0.024
H 6.797 4.223 -0.915
C -4.114 -6.415 6.701
Si -5.396 -5.124 6.682
C -5.303 -3.744 7.865
C -6.856 -5.299 5.613
Se -0.548 -0.113 0.644
H -4.382 -7.116 7.504
H -3.129 -6.019 6.951
H -4.075 -6.986 5.775
H -5.807 -4.080 8.782
H -5.835 -2.859 7.518
H -4.278 -3.494 8.140
H -7.622 -5.822 6.206
H -6.664 -5.909 4.731
H -7.284 -4.337 5.330
N 0.158 -0.212 -3.957
C -0.645 -0.144 -5.017
C -1.639 0.783 -4.738
C -1.357 1.237 -3.466
N -0.247 0.634 -2.977
H 0.981 -0.777 -3.833
H -0.467 -0.745 -5.895
H -2.450 1.083 -5.378
H -1.889 1.965 -2.873
```

Summary:
net charge: +3
multiplicity: 2
<S²>: 0.76
E_tot: -279102.8357 eV
energy relative to the best compared isomer or geometry (same formula, charge and spin): 0.0000 eV

Here are the natural (NBO) charges for atoms 1 to 6, given in e: Re 0.27; C -0.95; As 1.18; C -0.93; C -0.71; C -0.07

=====

4.
The following is a DFT calculation (wB97M-V/def2-TZVPD) of a structure of composition C25H24AlN8S.

Structure (XYZ):
```
59
C25H24AlN8S wB97M-V/def2-TZVPD
Al -0.151 -0.216 -0.074
C 1.726 1.125 1.949
N 0.404 1.412 1.345
C -0.698 1.580 2.323
C -1.610 0.401 2.225
N -1.516 -0.477 1.225
C -2.504 -1.461 1.470
C -2.840 -2.638 0.807
C -3.876 -3.386 1.329
C -4.560 -2.993 2.486
C -4.225 -1.843 3.168
C -3.186 -1.092 2.636
N -2.580 0.083 3.070
C 2.168 -0.229 1.515
N 1.521 -0.917 0.576
C 2.223 -2.136 0.431
C 2.005 -3.246 -0.379
C 2.900 -4.292 -0.269
C 3.984 -4.252 0.617
C 4.205 -3.161 1.433
C 3.304 -2.113 1.319
N 3.221 -0.889 1.978
H 2.463 1.869 1.640
H 1.687 1.168 3.039
H 0.498 2.290 0.845
H -0.316 1.675 3.341
H -1.249 2.501 2.121
H -2.316 -2.977 -0.071
H -4.166 -4.304 0.837
H -5.364 -3.612 2.860
H -4.741 -1.552 4.073
H -2.848 0.602 3.896
H 1.159 -3.297 -1.046
H 2.761 -5.175 -0.879
H 4.658 -5.096 0.667
H 5.038 -3.132 2.123
H 3.861 -0.569 2.690
C 0.310 -3.338 -4.116
N 0.601 -1.913 -3.995
C 1.354 -1.174 -4.890
C 1.385 0.095 -4.456
N 0.643 0.142 -3.268
C 0.176 -1.120 -3.010
S -0.796 -1.673 -1.715
C 0.129 1.315 -2.689
C 0.110 2.500 -3.419
C -0.566 3.595 -2.921
C -1.263 3.473 -1.720
C -1.136 2.301 -1.024
N -0.399 1.244 -1.454
H 0.536 -3.655 -5.129
H -0.739 -3.527 -3.905
H 0.916 -3.912 -3.416
H 1.807 -1.616 -5.761
H 1.901 0.942 -4.869
H 0.578 2.560 -4.389
H -0.590 4.522 -3.479
H -1.885 4.272 -1.343
H -1.660 2.143 -0.090
```

Summary:
net charge: +3
E_tot: -55649.8759 eV

Here are the natural (NBO) charges for atoms 1 to 6, given in e: Al 1.83; C -0.28; N -0.67; C -0.28; C 0.44; N -0.73